1.
11
Properties=species:S:1:pos:R:3 method="wB97M-V/def2-TZVPD" relative_energy_kj_mol=302.96 e_homo_ha=-0.328 lumo_energy_ev=0.194 homo_lumo_gap_ev=9.12
C 0.35 0.63 1.15
O -0.51 1.18 0.17
C -0.82 0.14 -0.74
C 0.40 -0.79 -0.65
C 1.03 -0.58 0.66
H 1.00 1.40 1.59
H -0.23 0.18 2.00
H -0.98 0.57 -1.73
H -1.73 -0.39 -0.43
H 0.25 -1.90 -0.72
H 1.23 -0.44 -1.31



2.
46
Properties=species:S:1:pos:R:3 method="wB97M-V/def2-TZVPD" relative_energy_kj_mol=35.83 e_homo_ha=-0.325 lumo_energy_ev=0.487 homo_lumo_gap_ev=9.32 smiles="CCCC[C@H](CCC(=O)Nc1ccc(C(=O)OC)cc1)C(=O)O"
C -5.89 -2.34 0.91
C -4.46 -2.24 0.39
C -4.04 -0.79 0.19
C -2.60 -0.69 -0.31
C -2.18 0.73 -0.74
C -2.99 1.09 -1.97
O -3.97 1.79 -2.00
O -2.49 0.51 -3.07
H -3.03 0.73 -3.85
H -1.13 0.69 -1.06
C -2.37 1.81 0.32
C -1.51 1.61 1.58
C -0.04 1.79 1.23
O 0.47 2.88 1.13
N 0.61 0.60 1.02
C 1.93 0.38 0.65
C 2.85 1.41 0.46
C 4.15 1.12 0.10
C 4.55 -0.20 -0.09
C 3.63 -1.23 0.09
C 2.34 -0.94 0.46
H 1.62 -1.75 0.60
H 3.95 -2.25 -0.06
C 5.93 -0.56 -0.48
O 6.32 -1.69 -0.65
O 6.73 0.51 -0.63
C 8.07 0.24 -1.00
H 8.56 1.21 -1.11
H 8.10 -0.31 -1.95
H 8.56 -0.36 -0.24
H 4.86 1.91 -0.05
H 2.54 2.43 0.61
H 0.06 -0.24 1.13
H -1.77 2.40 2.29
H -1.71 0.64 2.03
H -3.42 1.86 0.60
H -2.11 2.78 -0.12
H -1.92 -1.05 0.47
H -2.47 -1.35 -1.17
H -4.14 -0.25 1.14
H -4.71 -0.31 -0.53
H -3.78 -2.72 1.10
H -4.38 -2.78 -0.55
H -6.58 -1.88 0.21
H -5.99 -1.83 1.87
H -6.18 -3.38 1.05